[1]
DFT (wB97M-V/def2-TZVPD) results for C3H3NOS in the gas phase in a non-equilibrium geometry.

Results
**SMILES**: Sc1cocn1
**Strongest force on any atom**: 2.4 eV Å⁻¹
**Frontier orbital gap**: 9.660 eV
**Molar mass**: 101.130 g mol⁻¹
**E_LUMO**: 0.89 eV
**Net charge**: 0
**E**: -17530.797 eV

CARTESIAN COORDINATES (ANGSTROEM)
S  1.071  0.131  1.722
C  -0.050  -0.153  0.273
C  -0.763  -1.165  -0.342
O  -0.996  -0.647  -1.589
C  -0.575  0.611  -1.624
N  -0.014  0.954  -0.521
H  1.215  1.548  1.447
H  -1.010  -2.259  -0.123
H  -0.944  1.359  -2.354

[2]
DFT (wB97M-V/def2-TZVPD) results for C3H3NOS in the gas phase in a non-equilibrium geometry.

Results
**SMILES**: Sc1ccno1
**Strongest force on any atom**: 6.7 eV Å⁻¹
**Frontier orbital gap**: 9.825 eV
**Molar mass**: 101.130 g mol⁻¹
**E_LUMO**: 0.54 eV
**Net charge**: 0
**E**: -17529.839 eV

CARTESIAN COORDINATES (ANGSTROEM)
S  -1.930  -0.098  0.074
C  -0.165  0.168  -0.069
C  0.615  1.183  -0.046
C  1.901  0.527  0.085
N  1.815  -0.778  -0.002
O  0.390  -1.049  -0.101
H  -2.230  1.250  -0.332
H  0.273  2.163  -0.215
H  2.915  0.729  0.366

[3]
DFT (wB97M-V/def2-TZVPD) results for C3H3NOS in the gas phase in a non-equilibrium geometry.

Results
**Strongest force on any atom**: 5.2 eV Å⁻¹
**Frontier orbital gap**: 7.626 eV
**Molar mass**: 101.130 g mol⁻¹
**E_LUMO**: -1.39 eV
**Net charge**: 0
**E**: -17528.297 eV

CARTESIAN COORDINATES (ANGSTROEM)
C  2.141  0.413  -0.138
C  1.599  -0.856  -0.051
C  -1.271  -0.332  0.282
N  2.772  1.343  -0.313
O  -0.906  0.976  0.085
S  0.195  -1.566  -0.004
H  -1.792  -0.440  1.357
H  -2.173  -0.555  -0.485
H  -0.566  1.017  -0.734

[4]
DFT (wB97M-V/def2-TZVPD) results for 2 unconnected molecules or ions with the total composition C3H3NOS in a non-equilibrium geometry.

Results
**Strongest force on any atom**: 4.1 eV Å⁻¹
**Frontier orbital gap (alpha / beta)**: 7.099 / 7.472 eV
**Molar mass**: 101.130 g mol⁻¹
**E_LUMO (alpha / beta)**: -2.22 / -2.10 eV
**Net charge**: 0
**E**: -17524.220 eV

CARTESIAN COORDINATES (ANGSTROEM)
C  -2.348  0.150  0.032
C  -1.018  0.261  0.043
C  1.606  0.130  -0.083
N  -3.494  -0.086  -0.057
O  -0.241  -1.788  -0.024
S  0.188  1.264  -0.037
H  1.841  0.274  1.069
H  2.404  0.607  -0.752
H  1.063  -0.812  -0.192

[5]
DFT (wB97M-V/def2-TZVPD) results for C3H3NOS2 in the gas phase in a non-equilibrium geometry.

Results
**SMILES**: NC(=O)C(=S)C=S
**Strongest force on any atom**: 1.9 eV Å⁻¹
**Frontier orbital gap**: 7.299 eV
**Molar mass**: 133.197 g mol⁻¹
**E_LUMO**: -1.96 eV
**Net charge**: 0
**E**: -28366.558 eV

CARTESIAN COORDINATES (ANGSTROEM)
N  -1.214  1.126  -0.745
C  -0.330  0.728  0.205
O  0.145  1.484  1.015
C  -0.008  -0.719  0.264
S  -1.108  -1.919  0.043
C  1.383  -1.057  0.509
S  2.593  -0.399  -0.368
H  -1.445  2.111  -0.826
H  -1.636  0.419  -1.386
H  1.621  -1.773  1.288

[6]
DFT (wB97M-V/def2-TZVPD) results for C3H3NOS2 in the gas phase in a non-equilibrium geometry.

Results
**Strongest force on any atom**: 3.5 eV Å⁻¹
**Frontier orbital gap (alpha / beta)**: 6.001 / 6.008 eV
**Molar mass**: 133.197 g mol⁻¹
**E_LUMO (alpha / beta)**: -1.80 / -1.79 eV
**Net charge**: 0
**E**: -28364.555 eV

CARTESIAN COORDINATES (ANGSTROEM)
C  1.675  -0.798  -0.205
C  2.118  1.263  1.107
C  -0.980  0.575  0.012
N  2.179  0.160  0.522
O  2.134  2.124  1.929
S  -0.022  -1.021  -0.418
S  -0.086  2.046  -0.487
H  2.322  -1.583  -0.754
H  -1.828  0.725  -0.678
H  -1.247  0.454  1.120

[7]
DFT (wB97M-V/def2-TZVPD) results for C3H3NOS2 in the gas phase in a non-equilibrium geometry.

Results
**SMILES**: C=NSC(=O)C=S
**Strongest force on any atom**: 1.1 eV Å⁻¹
**Frontier orbital gap**: 7.729 eV
**Molar mass**: 133.197 g mol⁻¹
**E_LUMO**: -1.39 eV
**Net charge**: 0
**E**: -28365.517 eV

CARTESIAN COORDINATES (ANGSTROEM)
C  -1.054  0.683  2.028
N  -0.370  0.386  1.004
S  -1.270  -0.080  -0.390
C  -0.010  -0.530  -1.588
O  -0.351  -0.897  -2.671
C  1.424  -0.429  -1.142
S  2.649  -0.670  -2.125
H  -2.142  0.709  2.143
H  -0.446  0.930  2.891
H  1.571  -0.103  -0.151

[8]
DFT (wB97M-V/def2-TZVPD) results for C3H3NOS2 in the gas phase in a non-equilibrium geometry.

Results
**Strongest force on any atom**: 4.1 eV Å⁻¹
**Frontier orbital gap (alpha / beta)**: 7.172 / 7.075 eV
**Molar mass**: 133.197 g mol⁻¹
**E_LUMO (alpha / beta)**: -1.40 / -1.42 eV
**Net charge**: 0
**E**: -28361.006 eV

CARTESIAN COORDINATES (ANGSTROEM)
C  0.773  0.864  -0.841
C  0.080  2.162  -0.856
C  0.882  -0.192  -0.079
N  -0.324  -2.226  1.688
O  -1.342  -2.791  0.877
S  0.156  3.268  -1.996
S  0.482  -0.871  1.406
H  1.604  0.966  -1.649
H  -0.524  2.340  0.003
H  -1.787  -3.521  1.447

[9]
DFT (wB97M-V/def2-TZVPD) results for C3H3NS in the gas phase in a non-equilibrium geometry.

Results
**SMILES**: N#C[C@@H]1CS1
**Strongest force on any atom**: 4.6 eV Å⁻¹
**Frontier orbital gap**: 10.114 eV
**Molar mass**: 85.131 g mol⁻¹
**E_LUMO**: 0.40 eV
**Net charge**: 0
**E**: -15483.094 eV

CARTESIAN COORDINATES (ANGSTROEM)
N  -2.476  -0.659  0.250
C  -1.453  -0.392  -0.107
C  -0.178  0.080  -0.525
C  1.013  0.009  0.452
S  0.436  1.744  0.025
H  -0.199  -0.198  -1.685
H  0.780  -0.314  1.519
H  2.078  -0.269  0.071

[10]
DFT (wB97M-V/def2-TZVPD) results for 2 unconnected molecules or ions with the total composition C3H3NS2 in a non-equilibrium geometry.

Results
**SMILES**: N#CSS.C#C
**Strongest force on any atom**: 2.1 eV Å⁻¹
**Frontier orbital gap**: 9.721 eV
**Molar mass**: 117.198 g mol⁻¹
**E_LUMO**: -0.33 eV
**Net charge**: 0
**E**: -26316.575 eV

CARTESIAN COORDINATES (ANGSTROEM)
N  -0.826  0.496  0.219
C  -0.790  0.345  1.359
S  -0.532  0.205  3.036
S  0.933  -1.185  2.934
H  2.166  -0.625  2.929
C  -0.375  0.746  -2.685
C  -0.151  -0.424  -2.685
H  -0.564  1.778  -2.931
H  0.138  -1.335  -2.175

> Which value of strongest force on any atom does entry 1 give?

2.4 eV Å⁻¹

> Look up the strongest force on any atom of the second one.

6.7 eV Å⁻¹

> The lowest molar mass belongs to which entry?

C3H3NS